63
Properties=species:S:1:pos:R:3:forces:R:3:nbo_charge:R:1 method="wB97M-V/def2-TZVPD" spin_multiplicity=1 total_energy_ha=-2500.39680 lumo_ev=-10.69 homo_lumo_gap_ev=5.285 charge=+3 homo_ev=-15.980
Ta -0.576013 0.241961 0.270988 0.06 0.17 0.19 2.375
S -4.180636 2.473610 -0.534680 -0.09 0.15 0.13 0.677
S -0.304019 2.957755 -0.363176 -0.04 0.37 1.23 2.327
O 0.708252 1.876722 0.154907 -0.93 -0.67 -0.67 -0.929
O -0.693215 3.748209 0.748877 -0.20 0.55 0.55 -0.873
N -1.506280 -1.363461 1.443432 1.60 1.13 -1.17 -0.621
N -1.338902 -2.552689 3.274582 -0.07 -1.59 -0.53 -0.467
N 2.119012 5.698513 -4.758088 -1.59 -1.85 -0.43 -0.715
N 0.139364 0.678173 2.501031 1.45 -2.17 0.88 -0.638
N -0.757681 -1.198189 -2.684709 -0.13 0.21 0.37 -0.149
N 1.415895 -0.671391 0.498307 0.16 -1.21 0.15 -0.619
N 3.141959 -1.330207 1.726502 -1.97 1.05 0.93 -0.478
N -1.438036 1.858446 -0.746352 1.75 -0.01 -1.25 -0.970
N -2.677098 0.805267 0.685441 -0.01 0.65 -0.52 -0.592
C 1.613990 0.311824 2.808728 -1.39 0.38 -2.18 -0.268
C 1.467151 5.683968 -2.447409 -0.25 0.62 0.50 -0.251
C 4.150989 -3.414286 -1.094721 0.20 -2.48 -1.37 -0.159
C -4.879014 1.435223 0.668130 -0.57 -0.43 -0.13 -0.388
C 0.664137 3.945184 -3.987170 0.48 1.20 -0.96 -0.249
C 1.372280 5.151825 -3.748157 2.13 0.48 -1.14 0.291
C -2.139607 -4.767856 2.164225 0.29 0.23 0.60 -0.210
C 3.259298 -2.066607 0.581133 1.22 -0.10 -0.54 0.179
C -1.832208 -2.650639 1.071049 -0.14 -0.68 0.95 0.155
C 0.249837 3.795358 -1.644501 0.15 1.09 -0.40 -0.564
C 2.210928 -1.675099 -0.227239 -0.38 1.03 -0.18 0.069
C 4.315269 -2.921825 0.168149 -1.59 -0.43 1.18 -0.242
C -2.591709 -5.321806 1.008122 0.19 -0.42 -0.88 -0.160
C -1.716224 -3.446002 2.217731 -0.70 0.60 -0.06 0.100
C -0.687637 -0.776605 -1.607985 0.02 -0.13 0.05 -0.249
C 0.145495 3.288500 -2.944638 -1.01 -1.36 0.04 -0.117
C -3.940533 0.562464 1.150320 -1.07 0.47 0.41 -0.024
C 2.013431 -0.561367 1.693516 2.19 -1.57 -1.36 0.440
C -2.654532 -4.491223 -0.122115 -0.93 -1.54 -1.38 -0.137
C 2.166949 -2.122635 -1.540716 0.09 -0.46 -1.52 -0.202
C -1.183324 -1.364764 2.715067 0.06 0.65 1.09 0.423
C -2.693391 1.786304 -0.223061 -0.34 -0.31 0.68 0.198
C -2.339177 -3.175210 -0.100254 0.52 0.34 -0.18 -0.264
C 0.845505 5.069740 -1.397825 0.28 -1.07 -1.58 -0.075
C 3.102850 -3.079952 -1.968993 -0.29 1.20 0.56 -0.170
C -0.815101 -0.066057 3.370528 0.80 -0.79 0.12 -0.264
H -2.415222 -2.646314 -1.019456 -0.07 0.63 -0.37 0.244
H 0.837592 5.451011 -0.425829 0.18 0.69 1.30 0.249
H -1.216809 -2.821886 4.257059 -0.04 0.31 -0.61 0.467
H -2.143770 -5.390917 2.995716 0.23 -0.81 1.64 0.245
H 3.715127 -1.421219 2.533740 0.57 -0.06 0.57 0.443
H 4.710259 -4.298366 -1.492584 0.18 1.13 0.83 0.255
H 0.574427 3.672230 -5.032113 -0.22 -0.50 0.22 0.248
H -3.001382 -4.860655 -1.107091 0.19 -0.10 0.88 0.251
H 2.038056 6.601982 -2.313408 -0.29 -0.14 0.12 0.253
H 2.626791 6.561709 -4.713022 0.00 0.18 0.25 0.431
H -5.984059 1.527816 0.846246 1.42 -0.31 0.01 0.314
H -0.564552 -0.209043 4.426209 0.50 0.23 -0.24 0.255
H 2.197835 1.216782 2.761130 0.17 0.44 0.14 0.273
H -2.815925 -6.412987 0.988173 -0.03 1.16 -0.14 0.269
H -4.109844 -0.209390 1.876219 -0.13 -0.17 0.12 0.251
H 1.816617 -0.202695 3.716937 -0.47 -0.14 1.12 0.253
H -1.658064 0.539183 3.340041 -1.95 1.01 0.28 0.248
H 1.497579 -1.689594 -2.274611 -0.14 -0.35 0.28 0.243
H 2.074011 5.215749 -5.679775 0.18 0.90 1.11 0.419
H 0.113746 1.659796 2.665249 -0.60 1.06 0.26 0.437
H 4.909546 -3.450963 0.928566 0.29 0.74 -0.61 0.258
H -0.451581 2.387946 -3.092736 0.32 0.05 -0.12 0.241
H 3.091346 -3.571323 -2.963659 -0.25 0.73 0.77 0.261


58
Properties=species:S:1:pos:R:3:forces:R:3:nbo_charge:R:1 method="wB97M-V/def2-TZVPD" spin_multiplicity=1 total_energy_ha=-2497.08849 lumo_ev=-7.65 de_lowest_kcal_mol=0.0 homo_lumo_gap_ev=6.602 charge=+2 homo_ev=-14.250
Au 0.098381 -0.122433 0.113818 -0.31 -0.27 -0.45 1.058
S -1.833353 1.142186 -0.060414 0.18 0.05 0.07 -0.063
S -4.353841 0.764659 1.520989 0.05 -0.22 -0.11 0.401
P 1.568851 1.455310 -0.786136 0.09 0.14 0.08 1.157
N -1.214222 -1.418608 1.034775 -0.42 -0.12 0.04 -0.327
N 1.102735 0.906481 2.256845 0.04 -0.03 0.06 -0.891
N 1.142499 -2.105071 0.000546 0.03 0.11 0.28 -0.512
N -2.475573 -1.035122 1.447798 0.17 0.09 -0.12 -0.321
C 0.859153 -4.361313 0.776259 0.01 0.08 -0.05 -0.174
C 1.863617 3.363516 -2.735332 -0.10 -0.10 -0.02 -0.124
C 3.134575 -0.536847 -3.951105 -0.01 -0.01 -0.02 -0.195
C 2.268030 1.693926 1.946511 -0.04 -0.02 0.00 0.163
C -4.886568 1.721219 0.078491 0.05 0.08 0.09 -0.750
C 0.381200 5.214938 -3.117491 0.01 0.00 0.00 -0.145
C 2.712872 0.557699 -1.848138 0.09 0.05 0.04 -0.456
C 0.425251 -3.056663 0.657410 -0.04 0.03 0.00 0.115
C 4.003519 0.238363 -1.420952 0.01 0.15 -0.07 -0.146
C 4.858248 -0.453548 -2.268404 -0.01 -0.01 -0.03 -0.227
C 1.547053 4.525469 -3.418007 -0.02 0.03 0.00 -0.212
C -0.462423 4.749806 -2.118980 0.01 0.00 -0.01 -0.191
C -0.149945 3.593121 -1.424853 0.04 0.05 0.18 -0.173
C 2.515365 2.076498 0.625943 -0.04 -0.09 0.07 -0.436
C -0.866831 -2.638977 1.190079 0.07 0.13 0.05 0.143
C 2.780303 -3.762833 -0.498980 -0.02 -0.04 0.02 -0.202
C 4.208212 2.924726 2.661727 0.01 0.00 0.02 -0.139
C 2.069833 -4.722849 0.190488 -0.02 0.04 -0.01 -0.112
C 1.008646 2.882090 -1.734883 0.08 -0.05 -0.15 -0.448
C 2.285231 -2.464177 -0.568810 0.03 0.03 -0.10 0.077
C 3.584861 2.934321 0.348823 -0.02 0.04 -0.05 -0.160
C 2.279856 0.162687 -3.117831 -0.11 -0.07 0.09 -0.185
C -2.821174 0.120570 0.996844 0.03 -0.05 0.06 -0.072
C 4.426726 3.356175 1.359214 0.01 0.00 0.00 -0.198
C 4.424895 -0.839234 -3.529375 0.03 0.00 0.02 -0.159
C 3.128871 2.109037 2.955724 -0.01 0.02 -0.07 -0.220
H 5.254201 4.013839 1.133193 0.00 0.00 0.00 0.246
H 0.324588 1.524534 2.475798 -0.01 -0.03 0.01 0.401
H 5.863953 -0.684674 -1.944528 0.01 0.00 0.01 0.243
H -1.546756 -3.330600 1.676065 0.02 -0.01 0.03 0.254
H 1.254766 0.331419 3.079663 0.06 0.05 -0.01 0.401
H 2.800884 -0.835252 -4.935491 0.00 0.00 0.00 0.246
H 0.254550 -5.082726 1.308147 -0.01 0.00 0.00 0.256
H -0.798130 3.283351 -0.618212 0.05 0.01 -0.03 0.222
H 4.869186 3.244143 3.456090 0.00 0.00 0.00 0.245
H 3.715832 -3.996447 -0.986223 0.01 0.01 0.00 0.255
H 2.432925 -5.738493 0.265111 0.01 0.00 0.01 0.258
H -1.364659 5.292519 -1.873293 0.00 0.01 0.00 0.238
H 4.349095 0.536901 -0.441283 0.01 0.01 0.04 0.230
H 2.825156 -1.698256 -1.106619 -0.04 -0.08 0.07 0.242
H -5.007984 1.073047 -0.784563 0.01 0.01 -0.01 0.243
H -5.857861 2.117311 0.369134 -0.01 -0.01 -0.01 0.267
H 0.134512 6.119545 -3.656255 -0.01 0.00 -0.01 0.242
H 1.278802 0.405685 -3.456060 0.00 0.02 -0.01 0.237
H 3.767886 3.263544 -0.667156 -0.01 0.00 0.00 0.233
H -4.224855 2.556204 -0.136410 0.00 0.01 0.01 0.230
H 2.212324 4.889566 -4.188844 0.00 0.00 0.00 0.241
H 2.935556 1.810377 3.978345 -0.01 0.00 0.01 0.234
H 5.096066 -1.370021 -4.191140 0.00 -0.01 0.00 0.245
H 2.769047 2.833437 -2.995882 0.02 -0.02 0.01 0.217


60
Properties=species:S:1:pos:R:3:forces:R:3:nbo_charge:R:1 method="wB97M-V/def2-TZVPD" spin_multiplicity=1 total_energy_ha=-2625.73289 lumo_ev=2.11 de_lowest_kcal_mol=7.3 homo_lumo_gap_ev=3.751 charge=-1 homo_ev=-1.643
Ca 0.284591 0.469967 0.410936 -0.51 0.91 -1.03 1.740
S -2.512066 -0.340762 0.036109 -0.19 0.03 0.23 -0.354
F 6.269737 -0.968659 -2.168692 -0.02 -0.01 -0.05 -0.325
O 0.378987 0.052003 2.539170 -0.12 -0.52 1.03 -0.884
O 1.102500 -0.881743 4.451045 -0.13 0.09 0.04 -0.709
O 2.008470 -0.975130 0.384598 0.31 -0.41 -0.04 -0.755
N -3.257183 2.085292 0.950669 -0.01 -0.73 -0.09 -0.452
N 0.676611 2.495922 0.042719 0.10 0.12 0.08 -1.387
N 4.984907 -0.706493 3.162721 0.29 -0.11 -0.04 -0.377
N -2.350874 0.604365 2.499336 0.35 -0.27 0.10 -0.532
C 6.000457 -0.825454 4.250037 -0.23 0.15 -0.25 -0.023
C 1.219125 3.687877 -0.111222 0.07 -0.04 0.04 0.295
C 1.241528 -0.502140 3.288087 0.25 0.00 -0.20 0.791
C 5.629546 -1.940043 5.216713 0.04 -0.12 0.09 -0.614
C 2.623659 -0.667464 2.660303 0.29 -0.03 0.01 -0.327
C 0.505390 4.933421 0.107338 -0.14 -0.11 -0.01 -0.162
C 3.164027 5.136159 -0.637288 0.06 0.02 -0.06 -0.207
C 7.390469 -1.084214 3.684075 0.05 -0.12 0.12 -0.396
C -2.682097 2.805933 3.182925 -0.07 -0.17 -0.24 -0.338
C 6.943660 -0.677346 0.061816 0.06 0.01 -0.31 -0.240
C -2.739019 0.847811 1.222387 -0.18 0.72 -0.47 0.259
C 5.315457 -0.755172 1.810813 0.30 0.05 0.23 0.231
C -2.234039 1.556903 3.448924 0.02 0.07 0.10 0.108
C 6.656684 -0.587144 1.396242 -0.33 -0.04 0.16 -0.036
C 3.686921 -0.642954 3.509676 -0.25 -0.03 0.17 0.130
C 1.102378 6.167467 -0.044517 0.12 0.06 -0.05 -0.205
C -0.919590 4.817562 0.547892 -0.08 -0.07 0.11 -0.619
C 5.920513 -0.889110 -0.869098 0.22 0.04 0.19 0.381
C 3.446689 2.652062 -0.675241 0.11 -0.18 0.05 -0.617
C 4.616201 -0.974177 -0.497851 -0.02 0.02 -0.01 -0.223
C 2.882670 -0.856832 1.261976 0.17 0.02 -0.03 0.598
C 7.677093 -0.262842 2.442732 0.02 0.10 -0.05 -0.422
C -3.223852 2.990230 1.886006 0.00 0.36 0.30 0.152
C 4.305001 -0.898663 0.868447 -0.45 0.06 -0.02 -0.174
C 2.608157 3.878411 -0.490423 0.06 -0.05 0.04 -0.156
C 2.441737 6.313158 -0.427994 -0.21 -0.18 0.07 -0.377
H 7.484144 -2.148934 3.447691 -0.01 0.02 -0.04 0.205
H 2.933914 1.911170 -1.300097 0.00 0.07 -0.08 0.201
H 4.694820 -1.769927 5.746594 0.01 0.05 -0.02 0.226
H 7.613467 0.803525 2.686291 0.01 0.00 -0.01 0.221
H -1.517452 4.231088 -0.160056 0.05 0.05 -0.03 0.212
H 8.107468 -0.870085 4.478688 0.02 -0.01 -0.02 0.218
H 7.958111 -0.548803 -0.297314 -0.02 -0.01 0.02 0.222
H -1.375570 5.803196 0.696474 0.00 -0.03 -0.03 0.176
H 2.890611 7.290787 -0.551060 0.03 0.00 -0.01 0.179
H -3.624810 3.963362 1.618105 0.00 -0.02 -0.02 0.204
H -0.970035 4.249850 1.488315 0.03 0.07 -0.03 0.189
H 5.545559 -2.886564 4.678706 0.00 0.02 -0.01 0.216
H -1.753910 1.242937 4.364411 -0.01 0.01 0.00 0.237
H 3.627887 2.127305 0.277974 -0.08 0.08 0.00 0.179
H 3.818345 -1.060207 -1.221320 -0.01 -0.01 0.02 0.259
H 4.423151 2.886785 -1.112168 -0.03 0.03 -0.02 0.181
H 8.682875 -0.444108 2.063049 0.01 -0.03 0.03 0.220
H 3.472986 -0.572921 4.567984 -0.01 0.01 -0.02 0.234
H 6.422433 -2.040879 5.960978 -0.02 0.00 0.00 0.214
H 4.212316 5.202417 -0.929880 -0.01 0.00 0.01 0.169
H -2.596318 3.608755 3.896074 -0.02 0.03 -0.02 0.236
H -1.862449 -0.271845 2.649225 0.05 0.01 0.07 0.460
H 6.002657 0.132861 4.776527 0.02 0.03 0.00 0.200
H 0.499756 7.056139 0.143139 0.02 0.00 -0.01 0.170